C64H71F7N5O | wB97M-V/def2-TZVPD

The geometry in XYZ format:
```
148
Properties=species:S:1:pos:R:3:forces:R:3:lowdin_charge:R:1
C -3.490356 -3.894986 -4.055673 1.903 0.434 0.837 -0.107
C -2.188065 -3.632725 -3.218004 -1.705 -0.143 0.121 -0.233
C -2.431384 -4.071326 -1.746505 0.394 -0.533 -0.285 -0.198
C -1.452991 -5.128861 -1.187710 0.404 0.169 0.006 -0.202
C 0.029576 -4.979563 -1.598417 -0.128 -0.259 0.486 -0.209
C 0.657432 -3.607324 -1.256527 -0.909 0.113 -0.165 -0.183
C 0.906667 -2.657105 -2.443805 1.135 0.058 0.481 -0.210
C 1.561376 -3.308653 -3.680707 -0.800 0.396 -0.428 -0.190
C 2.529804 -2.390636 -4.465014 -0.617 -0.130 0.290 -0.183
C 2.122831 -0.891990 -4.477367 0.843 -0.199 -0.029 -0.172
C 3.063898 -0.112416 -3.547917 0.386 -0.094 -0.811 -0.173
N 3.022091 1.342603 -3.725304 -0.540 -1.208 1.259 0.112
C 2.599808 2.135952 -2.750374 0.618 1.567 -1.981 -0.317
N 2.617020 3.486914 -2.926927 -0.314 -0.776 0.864 0.231
C 2.175605 3.952517 -1.767722 -0.287 0.942 -0.887 -0.274
C 2.082490 5.429047 -1.526842 0.993 -0.480 0.821 0.021
C 3.538687 6.012402 -1.571116 0.198 0.657 -0.496 -0.302
O 3.749099 7.159636 -1.888659 -0.405 -1.071 0.255 0.143
C 4.648068 5.046307 -1.213728 -0.434 0.534 0.041 -0.187
C 4.810446 4.571555 0.067267 -1.184 0.484 0.458 -0.049
C 5.796538 3.671676 0.369070 0.092 -0.467 1.457 -0.076
C 6.669309 3.218764 -0.583254 0.026 -0.143 -0.006 -0.064
C 6.505697 3.697240 -1.866366 1.079 -0.928 -0.198 -0.070
C 5.518227 4.590905 -2.170300 0.173 0.468 -1.518 -0.043
N 1.855846 2.989221 -0.910926 -0.177 0.747 0.424 0.005
C 1.315670 3.035160 0.437782 -0.387 -1.090 1.017 -0.174
N 2.212716 2.379696 1.375642 -0.348 0.415 -0.327 0.064
N 2.131625 1.816253 -1.548115 0.044 -0.810 -0.186 0.211
H -3.510383 -4.963759 -4.267720 -0.525 0.110 -0.075 0.080
H -4.312946 -3.552278 -3.429667 -0.338 -0.166 -0.492 0.056
H -3.387138 -3.310419 -4.969277 -0.471 -0.203 -0.076 0.065
H -2.054165 -2.547954 -3.227785 0.541 -0.153 -0.193 0.091
H -1.393904 -4.185221 -3.719476 0.315 0.365 0.243 0.087
H -3.427429 -4.525044 -1.724233 0.044 0.157 0.267 0.100
H -2.469363 -3.196329 -1.089802 0.045 -0.041 -0.081 0.094
H -1.781486 -6.131926 -1.481737 0.014 0.117 -0.050 0.110
H -1.472968 -5.125046 -0.089907 -0.217 0.063 -0.103 0.097
H 0.130391 -5.276378 -2.645254 0.194 0.275 0.032 0.092
H 0.582711 -5.731491 -1.023525 -0.083 -0.048 -0.201 0.107
H -0.057365 -3.096519 -0.594281 0.200 -0.032 0.048 0.093
H 1.556680 -3.737054 -0.648447 0.101 -0.043 -0.323 0.109
H 1.615732 -1.894585 -2.079301 -0.172 -0.089 0.101 0.083
H 0.003673 -2.097257 -2.689313 -0.026 -0.262 -0.186 0.088
H 0.747855 -3.559235 -4.373571 0.105 -0.160 0.108 0.103
H 2.032159 -4.259971 -3.422171 0.144 0.180 0.031 0.114
H 2.553042 -2.731011 -5.502406 0.209 -0.106 0.142 0.109
H 3.536953 -2.499857 -4.048835 -0.025 0.088 -0.138 0.108
H 2.325519 -0.511706 -5.484647 -0.271 0.084 0.088 0.113
H 1.067329 -0.738205 -4.246976 0.086 0.038 -0.005 0.112
H 2.936129 -0.373733 -2.495893 -0.073 0.134 -0.074 0.101
H 4.080355 -0.429883 -3.804180 -0.065 0.032 0.144 0.128
H 3.347185 1.758275 -4.581992 -0.049 0.208 0.090 0.164
H 1.741460 5.604980 -0.502301 -0.216 0.216 -0.203 0.117
H 1.433521 5.913194 -2.253029 0.094 0.042 0.049 0.141
H 4.120152 4.914147 0.837277 0.187 -0.034 0.080 0.121
H 5.866231 3.313382 1.392236 0.107 0.055 -0.066 0.099
H 7.435907 2.503104 -0.317240 0.036 0.042 -0.141 0.115
H 7.181116 3.317356 -2.625622 -0.124 0.252 -0.149 0.114
H 5.456093 4.923336 -3.201835 -0.216 0.127 0.123 0.130
H 0.368509 2.483652 0.447615 0.096 0.061 -0.179 0.134
H 1.064165 4.052124 0.736813 0.216 0.159 -0.614 0.129
H 1.656346 1.870813 2.053656 0.168 -0.003 0.082 0.056
H 2.758571 3.089697 1.848632 0.190 -0.296 0.123 0.053
H 2.013284 0.891490 -1.163813 -0.068 0.254 0.463 0.176
F -5.325247 -1.850748 -0.706830 0.030 -0.026 0.022 0.056
C -5.362384 -0.900747 -1.660321 -0.008 0.219 -0.222 -0.293
C -6.035988 -1.153269 -2.838671 -0.139 -0.268 -0.043 -0.020
C -6.076763 -0.172573 -3.818348 0.120 0.113 0.107 -0.072
C -5.436971 1.042806 -3.612184 0.013 0.061 -0.066 -0.096
C -4.760443 1.278856 -2.422884 -0.069 -0.125 -0.087 -0.091
C -4.724982 0.303621 -1.435348 0.161 0.045 0.171 -0.027
H -6.522296 -2.109157 -2.984565 0.000 0.006 0.035 0.121
H -6.607432 -0.356912 -4.742742 0.007 -0.034 0.013 0.109
H -5.467036 1.805762 -4.379063 -0.006 -0.005 0.016 0.102
H -4.259440 2.224822 -2.262959 -0.028 0.004 0.028 0.100
H -4.210682 0.471830 -0.497734 -0.031 -0.032 0.015 0.110
F -0.182487 0.846533 2.713643 0.061 0.135 -0.079 0.019
C -0.311696 -0.461587 3.070431 -0.067 -0.507 0.108 -0.280
C -0.970017 -1.323042 2.217740 -0.056 0.168 -0.275 -0.024
C -1.097087 -2.656879 2.577675 0.084 0.005 0.133 -0.074
C -0.574547 -3.103390 3.783991 -0.001 -0.052 0.005 -0.079
C 0.080432 -2.218011 4.629656 -0.075 -0.050 -0.149 -0.069
C 0.219099 -0.885133 4.269829 0.149 0.254 0.150 -0.016
H -1.377826 -0.952613 1.285241 -0.015 0.004 0.015 0.111
H -1.604949 -3.347019 1.916854 -0.024 0.032 -0.013 0.100
H -0.678547 -4.142881 4.064897 -0.002 0.015 0.004 0.108
H 0.483871 -2.564760 5.571272 0.015 0.028 -0.006 0.111
H 0.733236 -0.181066 4.911671 -0.032 0.004 0.001 0.119
F 8.116543 1.545772 5.741205 0.014 -0.023 -0.006 0.067
C 7.025038 2.317924 5.605316 -0.260 0.178 -0.030 -0.281
C 6.202650 2.132234 4.512368 0.018 -0.197 -0.245 -0.024
C 5.073188 2.928892 4.378155 0.085 0.133 0.188 -0.100
C 4.788113 3.900979 5.327120 -0.103 0.050 -0.111 -0.097
C 5.629876 4.076541 6.417406 0.019 -0.074 -0.163 -0.070
C 6.752417 3.277225 6.561224 0.190 0.013 0.222 0.005
H 6.446646 1.373534 3.779562 0.020 -0.020 0.044 0.115
H 4.414061 2.789437 3.529076 0.033 -0.058 -0.007 0.075
H 3.908640 4.522902 5.217158 0.015 0.006 0.038 0.090
H 5.411360 4.835743 7.155046 0.012 -0.039 0.028 0.105
H 7.415489 3.393588 7.408385 0.025 0.014 -0.032 0.107
F 8.098397 4.878257 9.329839 0.025 0.022 -0.082 0.048
C 7.344192 4.465666 10.368459 -0.245 -0.136 0.344 -0.294
C 6.411416 5.328361 10.909607 -0.034 0.249 -0.142 -0.021
C 5.632624 4.898598 11.974336 0.079 -0.141 -0.022 -0.084
C 5.801492 3.620572 12.489223 -0.064 -0.020 0.069 -0.094
C 6.746582 2.768344 11.935556 -0.072 0.128 -0.016 -0.080
C 7.521176 3.189191 10.864171 0.184 -0.149 -0.134 -0.019
H 6.300259 6.323886 10.499356 0.029 -0.014 -0.015 0.116
H 4.893774 5.562539 12.403272 0.027 0.022 -0.005 0.104
H 5.195771 3.289504 13.322523 0.014 0.001 -0.008 0.102
H 6.881920 1.773499 12.338372 0.012 0.000 -0.027 0.106
H 8.257360 2.535739 10.414026 0.019 0.035 0.003 0.118
F 2.988699 4.332507 7.846365 -0.035 -0.017 0.039 0.054
C 1.893779 5.104635 7.711947 -0.252 0.165 -0.007 -0.285
C 1.069232 4.917910 6.619866 0.043 -0.146 -0.180 -0.030
C -0.061356 5.711792 6.485624 0.070 0.078 0.127 -0.087
C -0.345835 6.683683 7.434908 -0.080 0.048 -0.024 -0.093
C 0.497632 6.859526 8.523753 -0.024 -0.086 -0.131 -0.075
C 1.623578 6.062177 8.668772 0.140 0.056 0.182 -0.011
H 1.313027 4.158592 5.887548 0.010 -0.033 0.053 0.107
H -0.721105 5.571614 5.639345 0.013 -0.012 0.000 0.102
H -1.225781 7.303811 7.326063 0.011 -0.007 0.009 0.103
H 0.278437 7.619146 9.262013 0.012 -0.021 0.014 0.108
H 2.288454 6.178071 9.514724 0.019 -0.026 -0.024 0.118
F -5.390339 -4.372948 -5.932349 -0.235 -0.025 -0.158 0.037
C -5.314872 -4.938345 -7.154917 0.004 -0.150 -0.322 -0.277
C -6.476290 -5.337277 -7.784878 -0.243 0.040 0.155 -0.011
C -6.397223 -5.913952 -9.043451 0.171 -0.006 -0.012 -0.073
C -5.160801 -6.092989 -9.650380 0.000 -0.036 -0.066 -0.092
C -4.002476 -5.690032 -9.000091 -0.152 -0.002 0.005 -0.084
C -4.076873 -5.103054 -7.744483 0.197 0.069 0.120 -0.023
H -7.429862 -5.196829 -7.293342 0.017 0.027 0.002 0.104
H -7.301587 -6.223793 -9.549971 -0.021 0.023 0.040 0.104
H -5.101293 -6.546897 -10.630890 0.005 0.006 0.013 0.102
H -3.038656 -5.832895 -9.470705 0.002 0.021 0.015 0.104
H -3.185931 -4.774896 -7.224947 -0.022 -0.010 0.023 0.108
F -9.742288 -5.207999 -8.435025 0.035 0.010 -0.051 0.047
C -10.423970 -5.513845 -7.311531 -0.192 -0.089 0.277 -0.295
C -11.177984 -4.535386 -6.695414 -0.005 0.245 -0.092 -0.018
C -11.880836 -4.854303 -5.542561 0.077 -0.156 -0.005 -0.082
C -11.812669 -6.138349 -5.018231 -0.042 -0.005 0.070 -0.095
C -11.045079 -7.107352 -5.649679 -0.049 0.146 0.007 -0.080
C -10.348031 -6.797104 -6.808608 0.161 -0.168 -0.110 -0.020
H -11.211809 -3.538894 -7.116122 0.003 -0.026 -0.032 0.117
H -12.482088 -4.099936 -5.052869 0.016 0.014 -0.019 0.105
H -12.358972 -6.383083 -4.116806 0.005 -0.003 -0.014 0.102
H -10.988510 -8.106902 -5.239744 0.002 -0.004 -0.031 0.106
H -9.750772 -7.540723 -7.320419 0.007 0.029 -0.012 0.118
```
Forces are in eV/Å.

Net charge: +1
E_LUMO (hartree): -0.0881
E (eV): -96033.5425
Frontier orbital gap (eV): 8.05

---

C4H9NOS | wB97M-V/def2-TZVPD

The geometry in XYZ format:
```
16
Properties=species:S:1:pos:R:3:forces:R:3:lowdin_charge:R:1
C 0.020006 0.462882 0.025918 0.520 -0.305 -0.198 -0.382
C 0.305689 1.878602 0.000653 0.841 0.059 -3.704 -0.121
C -1.353662 -0.123203 0.108749 0.814 -2.746 -1.256 -0.023
C 1.216645 -1.613978 -0.133289 -3.316 -1.306 0.565 -0.079
N 1.138812 -0.213804 0.006887 -0.081 0.826 -0.737 -0.355
O 3.667745 -0.444771 0.075548 2.004 -2.021 0.131 -0.632
S 2.660294 0.591011 -0.008295 -0.896 2.205 -0.315 0.861
H 0.700057 2.237523 -1.084017 -0.626 -0.977 2.072 0.151
H 1.098748 2.141205 0.632770 1.332 0.349 1.285 0.010
H -0.502538 2.446491 0.209300 -2.704 1.889 0.666 0.044
H -1.492849 -1.107664 -0.454642 1.008 0.644 1.015 0.104
H -2.071734 0.343850 -0.501172 -0.973 1.829 -0.003 0.062
H -1.645100 -0.327471 1.128661 -0.423 0.279 0.277 0.088
H 2.055634 -2.022923 0.289022 2.577 -0.546 0.426 0.047
H 0.455053 -1.941327 0.583251 -0.288 -0.624 -0.505 0.102
H 0.996630 -2.018311 -1.132201 0.211 0.447 0.282 0.123
```
Forces are in eV/Å.

E_LUMO (alpha / beta) (hartree): 0.0227 / 0.0227
Relative energy (zero: lowest compared OMol25 entry of this formula, charge and spin) (kJ/mol): 357.5
E (eV): -18663.8212
Frontier orbital gap (alpha / beta) (eV): 7.28 / 7.28

---

C6H4 | wB97M-V/def2-TZVPD

The geometry in XYZ format:
```
10
Properties=species:S:1:pos:R:3:forces:R:3:lowdin_charge:R:1
C 1.356574 -0.268105 -0.062703 1.192 -2.833 -0.741 -0.124
C 1.044540 -1.463362 -0.383822 -1.922 2.418 1.702 0.016
C 1.217331 1.127268 0.052987 1.613 0.987 0.862 -0.116
C -0.081936 1.231241 -0.066246 -0.982 0.256 0.150 0.062
C -1.044965 0.115911 -0.268930 1.245 -0.911 -1.674 -0.208
C -0.475424 -1.246001 0.222527 2.451 0.248 -1.668 -0.036
H 1.966552 1.859479 0.466074 -0.987 -0.862 -0.742 0.127
H -1.872454 0.292212 0.288824 -2.838 0.782 1.566 0.056
H -1.378812 0.192229 -1.357540 0.453 -0.668 1.053 0.143
H -0.731408 -1.840869 1.108831 -0.225 0.584 -0.507 0.079
```
Forces are in eV/Å.

E_LUMO (alpha / beta) (hartree): 0.0108 / -0.0625
Multiplicity: 3
Relative energy (zero: lowest compared OMol25 entry of this formula, charge and spin) (kJ/mol): 87.0
E (eV): -6277.4531
Frontier orbital gap (alpha / beta) (eV): 7.95 / 7.51

---

C4H12ClN2 | wB97M-V/def2-TZVPD

The geometry in XYZ format:
```
19
Properties=species:S:1:pos:R:3:forces:R:3:lowdin_charge:R:1
C -2.578969 0.953704 -0.017955 -0.584 -0.799 0.643 -0.095
C -1.084750 1.040617 0.261293 -0.841 -1.499 0.033 -0.252
C -0.431145 -0.356348 0.099534 1.620 1.660 0.438 -0.128
C 1.133616 -0.393036 0.405680 -1.893 2.430 -4.203 -0.362
N 1.607711 -1.720391 -0.165431 0.813 1.730 -1.819 0.187
N 1.819440 0.719896 -0.319561 1.334 -2.943 5.967 -0.351
Cl 3.543643 0.628572 0.141173 -1.466 0.369 -1.065 0.632
H -2.787966 0.749698 -1.052645 0.100 0.476 -0.806 0.063
H -2.962456 -0.026738 0.406286 -0.026 1.524 0.349 0.095
H -3.116914 1.893472 0.299053 0.373 -1.367 -0.176 0.106
H -0.923523 1.438175 1.216918 0.083 -0.068 2.013 0.098
H -0.657859 1.836092 -0.265060 0.971 0.745 -1.776 0.087
H -0.939254 -1.073275 0.725590 -0.116 -0.244 0.446 0.118
H -0.566463 -0.675512 -0.912865 -0.105 -0.277 -0.919 0.111
H 1.329455 -0.361220 1.422151 0.641 0.111 1.867 0.120
H 0.763669 -2.290328 -0.085504 0.934 -1.172 0.363 0.156
H 1.731749 -1.494615 -1.212863 -0.059 -0.742 1.845 0.202
H 2.562486 -1.925731 0.227154 -1.371 -0.719 -0.326 0.164
H 1.557538 1.056971 -1.172947 -0.405 0.785 -2.872 0.049
```
Forces are in eV/Å.

Net charge: +1
E_LUMO (hartree): -0.1332
Relative energy (zero: lowest compared OMol25 entry of this formula, charge and spin) (kJ/mol): 137.4
E (eV): -19836.5444
Frontier orbital gap (eV): 10.42